1.
A structure of composition C33H48N2O3PtSe3Te2. Source: OMol25; level of theory: ωB97M-V/def2-TZVPD.

Geometry as XYZ:
```
92
C33H48N2O3PtSe3Te2 (ωB97M-V/def2-TZVPD)
Pt 1.777 -1.842 -0.484
C -4.803 1.284 -2.677
C -3.551 1.425 -3.556
C -3.052 2.867 -3.447
C -3.922 1.150 -5.019
C -2.496 0.423 -3.097
C -1.254 0.793 -2.619
C -0.356 -0.177 -2.201
Se 1.302 0.447 -1.457
C 0.614 1.055 0.224
C 0.398 2.410 0.382
C -0.229 2.883 1.526
C -0.578 1.928 2.475
C -0.348 0.558 2.364
C 0.241 0.076 1.167
O 0.371 -1.210 0.917
C -0.840 -0.346 3.510
C -0.494 0.277 4.873
C -2.365 -0.482 3.391
C -0.227 -1.751 3.516
C -0.516 4.374 1.681
C -1.425 4.837 0.532
C -1.217 4.692 3.003
C 0.800 5.161 1.633
C -0.617 -1.555 -2.229
O 0.296 -2.449 -1.880
C -1.903 -1.943 -2.692
C -2.768 -0.945 -3.119
C -2.422 -3.393 -2.771
C -2.613 -3.765 -4.249
C -1.520 -4.456 -2.135
C -3.776 -3.484 -2.044
H -5.566 2.001 -2.986
H -4.557 1.469 -1.630
H -5.232 0.283 -2.750
H -3.830 3.548 -3.794
H -2.165 3.031 -4.062
H -2.812 3.131 -2.415
H -4.681 1.860 -5.357
H -4.323 0.144 -5.150
H -3.046 1.250 -5.663
H -0.968 1.834 -2.547
H 0.706 3.088 -0.407
H -1.074 2.271 3.371
H -0.985 1.234 5.047
H 0.585 0.425 4.964
H -0.814 -0.397 5.669
H -2.853 0.492 3.457
H -2.753 -1.117 4.192
H -2.633 -0.933 2.433
H 0.865 -1.701 3.519
H -0.532 -2.334 2.653
H -0.546 -2.271 4.423
H -2.365 4.282 0.541
H -0.952 4.682 -0.439
H -1.651 5.902 0.629
H -2.180 4.183 3.079
H -1.402 5.766 3.065
H -0.605 4.408 3.861
H 1.324 5.007 0.689
H 1.464 4.848 2.441
H 0.608 6.231 1.739
H -3.738 -1.255 -3.490
H -1.663 -3.701 -4.785
H -3.324 -3.101 -4.743
H -2.987 -4.788 -4.334
H -0.574 -4.552 -2.663
H -2.039 -5.418 -2.181
H -1.309 -4.229 -1.090
H -4.533 -2.832 -2.478
H -3.661 -3.215 -0.992
H -4.152 -4.508 -2.096
Se 5.415 -2.866 -1.848
Te 3.180 -2.425 -2.593
Te 1.866 -4.690 -0.398
Se 1.997 -4.002 1.876
N 3.345 -1.099 0.769
C 4.476 -1.241 0.978
N 5.736 -1.329 1.285
C 6.246 -2.474 2.047
C 7.284 -1.958 3.026
O 8.293 -1.230 2.350
C 7.762 -0.091 1.699
C 6.754 -0.496 0.638
H 6.697 -3.186 1.350
H 5.416 -2.960 2.560
H 7.777 -2.788 3.529
H 6.800 -1.320 3.777
H 8.601 0.431 1.242
H 7.284 0.573 2.431
H 7.240 -1.078 -0.149
H 6.274 0.373 0.191
```

HOMO-LUMO gap (spin up / spin down) = 6.3 / 5.3 eV
Energy above the lowest of the compared OMol25 structures with the same formula, charge and spin = 20.91 kcal/mol
HOMO energy (spin up / spin down) = -6.9905 / -7.5211 eV
Energy = -9481.098272 hartree
Maximum force = 0.93 eV Å⁻¹
Multiplicity = 5
Molecular weight = 1207.9 g/mol

2.
A cluster of 20 separate species, C62H133N3O17S9 in total. Source: OMol25; level of theory: ωB97M-V/def2-TZVPD.

Geometry as XYZ:
```
224
C62H133N3O17S9 (ωB97M-V/def2-TZVPD)
C 2.718 -24.864 -1.833
C 1.339 -25.513 -1.541
C 1.030 -25.065 -0.144
O 1.598 -23.683 -0.077
C 2.626 -23.537 -1.048
H 2.996 -24.582 -2.851
H 3.478 -25.523 -1.364
H 1.441 -26.587 -1.726
H 0.509 -25.170 -2.143
H 1.515 -25.694 0.609
H -0.002 -24.834 0.176
H 3.555 -23.297 -0.526
H 2.325 -22.624 -1.668
C -2.143 -31.766 3.024
C -1.087 -32.867 3.248
C 0.003 -32.647 2.193
O -0.102 -31.300 1.753
C -1.448 -30.867 1.957
H -2.322 -31.276 3.930
H -3.145 -32.123 2.686
H -1.451 -33.924 3.389
H -0.617 -32.705 4.217
H -0.159 -33.364 1.340
H 1.051 -32.832 2.623
H -1.952 -30.866 1.033
H -1.366 -29.830 2.161
C 5.704 -32.703 9.896
C 5.838 -34.156 10.412
C 6.810 -34.844 9.415
O 6.921 -33.980 8.310
C 5.909 -32.985 8.386
H 6.499 -32.149 10.324
H 4.790 -32.249 10.119
H 4.867 -34.686 10.433
H 6.168 -34.238 11.460
H 6.365 -35.779 9.085
H 7.798 -35.107 9.766
H 4.951 -33.411 8.028
H 6.256 -32.113 7.789
C 4.729 -28.716 6.784
C 6.249 -28.412 6.683
C 6.620 -27.913 8.095
O 5.720 -28.696 8.928
C 4.459 -28.967 8.244
H 4.387 -29.637 6.237
H 4.282 -27.760 6.434
H 6.477 -27.720 5.905
H 6.867 -29.298 6.547
H 6.368 -26.850 8.316
H 7.619 -28.026 8.411
H 3.688 -28.303 8.573
H 4.203 -29.971 8.480
C 5.548 -33.879 2.695
C 4.789 -35.191 2.954
C 3.716 -34.773 3.938
O 3.449 -33.433 3.614
C 4.710 -32.802 3.449
H 5.656 -33.740 1.624
H 6.552 -33.887 3.022
H 5.481 -35.970 3.309
H 4.349 -35.500 1.952
H 4.165 -34.966 4.944
H 2.731 -35.323 4.042
H 5.195 -32.535 4.421
H 4.529 -31.874 2.936
C 4.020 -23.917 8.424
C 4.271 -24.132 9.951
C 5.707 -23.585 10.121
O 6.320 -23.946 8.861
C 5.387 -23.842 7.730
H 3.515 -22.983 8.266
H 3.360 -24.642 7.942
H 4.173 -25.134 10.270
H 3.529 -23.506 10.513
H 6.290 -23.968 10.955
H 5.699 -22.491 10.290
H 5.585 -24.614 6.970
H 5.457 -22.838 7.308
C 2.621 -23.941 3.390
C 1.240 -24.283 4.017
C 1.580 -25.472 4.920
O 2.700 -26.117 4.245
C 3.539 -25.216 3.654
H 3.077 -23.109 3.894
H 2.566 -23.654 2.384
H 0.513 -24.588 3.280
H 0.790 -23.552 4.738
H 0.720 -26.162 5.002
H 1.729 -25.267 5.983
H 3.887 -25.729 2.765
H 4.387 -24.947 4.290
C 1.645 -31.974 6.810
C 1.796 -30.896 5.699
C 0.585 -30.011 5.930
O -0.426 -30.968 6.140
C 0.134 -32.055 6.925
H 2.201 -31.766 7.724
H 2.049 -32.930 6.499
H 1.812 -31.270 4.636
H 2.730 -30.337 5.762
H 0.342 -29.324 5.168
H 0.792 -29.482 6.899
H -0.290 -32.938 6.461
H -0.154 -32.023 7.949
C 2.007 -29.152 2.044
S 2.317 -29.036 0.302
O 3.322 -27.943 -0.033
C 3.253 -30.557 0.203
H 2.943 -29.250 2.607
H 1.372 -30.016 2.323
H 1.604 -28.233 2.479
H 2.537 -31.277 0.494
H 4.168 -30.516 0.789
H 3.532 -30.719 -0.821
C 6.253 -27.966 2.978
S 7.602 -29.044 3.199
O 7.078 -30.460 3.082
C 8.400 -28.683 1.661
H 5.618 -28.255 2.162
H 6.604 -26.895 2.830
H 5.700 -27.934 3.901
H 9.347 -29.199 1.619
H 8.385 -27.624 1.371
H 7.713 -29.275 0.992
C 12.137 -31.077 1.927
S 12.894 -32.654 2.572
O 14.401 -32.387 2.608
C 12.387 -32.368 4.285
H 12.159 -30.910 0.832
H 12.670 -30.288 2.452
H 11.080 -31.197 2.258
H 12.305 -33.321 4.724
H 11.424 -31.841 4.346
H 13.172 -31.759 4.859
C 9.391 -30.903 8.148
S 8.992 -31.170 6.368
O 10.021 -30.418 5.555
C 9.357 -32.924 6.348
H 10.396 -31.261 8.488
H 8.617 -31.439 8.718
H 9.294 -29.826 8.351
H 8.500 -33.475 6.820
H 10.329 -33.061 6.795
H 9.390 -33.160 5.293
C 8.976 -25.703 7.503
S 8.780 -25.278 5.642
O 7.459 -25.735 5.192
C 8.490 -23.480 6.008
H 9.838 -25.162 7.810
H 9.176 -26.796 7.650
H 8.059 -25.421 8.054
H 9.344 -22.820 5.897
H 8.033 -23.273 6.998
H 7.776 -23.181 5.217
C 4.974 -32.215 -4.763
S 6.145 -32.367 -3.341
O 6.165 -31.040 -2.671
C 5.154 -33.464 -2.319
H 5.260 -31.422 -5.496
H 3.954 -32.021 -4.399
H 4.864 -33.162 -5.251
H 5.052 -34.427 -2.898
H 4.212 -32.924 -2.045
H 5.659 -33.773 -1.382
C 8.553 -23.846 0.128
S 8.125 -24.609 1.760
O 8.894 -23.800 2.813
C 6.361 -24.242 1.865
H 8.542 -22.768 0.354
H 7.814 -24.278 -0.566
H 9.530 -24.305 -0.009
H 6.038 -24.531 2.851
H 5.865 -24.963 1.217
H 6.082 -23.225 1.641
C 13.481 -27.318 2.181
S 12.538 -25.838 1.647
O 11.546 -26.334 0.683
C 11.789 -25.593 3.217
H 13.807 -27.178 3.206
H 14.270 -27.378 1.478
H 12.879 -28.204 2.143
H 11.097 -24.814 3.146
H 12.617 -25.384 3.870
H 11.282 -26.487 3.449
C 8.282 -27.207 -2.184
S 6.679 -27.492 -1.395
O 6.270 -26.243 -0.728
C 5.582 -27.527 -2.824
H 9.085 -27.292 -1.447
H 8.196 -26.257 -2.634
H 8.431 -27.980 -2.938
H 5.800 -26.673 -3.504
H 4.588 -27.246 -2.430
H 5.476 -28.481 -3.379
N 8.407 -32.184 1.223
C 9.171 -33.165 1.665
C 9.575 -33.978 0.594
C 8.996 -33.385 -0.559
C 8.228 -32.332 -0.103
H 7.948 -31.428 1.819
H 9.567 -33.148 2.675
H 10.196 -34.838 0.669
H 8.932 -33.772 -1.537
H 7.613 -31.678 -0.681
N 12.537 -28.718 6.020
C 13.785 -28.099 6.030
C 13.569 -26.756 6.290
C 12.139 -26.585 6.458
C 11.560 -27.812 6.285
H 12.374 -29.704 5.944
H 14.736 -28.494 5.820
H 14.317 -25.989 6.362
H 11.670 -25.679 6.756
H 10.517 -28.095 6.099
N 9.108 -28.591 11.869
C 10.204 -29.467 12.090
C 11.229 -28.905 11.354
C 10.773 -27.742 10.710
C 9.431 -27.611 11.006
H 8.205 -28.534 12.289
H 10.136 -30.325 12.739
H 12.256 -29.255 11.373
H 11.317 -27.039 10.021
H 8.773 -26.816 10.777
```

HOMO-LUMO gap = 8.1 eV
Energy above the lowest of the compared OMol25 structures with the same formula, charge and spin = 35.94 kcal/mol
HOMO energy = -7.7797 eV
Energy = -7468.649687 hartree
Maximum force = 3.56 eV Å⁻¹
Molecular weight = 1481.4 g/mol

3.
The molecule C3H5F2N. Source: OMol25; level of theory: ωB97M-V/def2-TZVPD.

Geometry as XYZ:
```
11
C3H5F2N (ωB97M-V/def2-TZVPD)
N 1.767 -0.867 -0.576
C 0.964 -0.547 0.627
C -0.100 0.443 0.238
F 0.481 1.627 -0.049
C -1.384 0.310 -0.134
F -2.018 -0.893 -0.097
H 2.610 -1.419 -0.312
H 2.049 0.053 -0.903
H 0.420 -1.388 1.179
H 1.532 -0.106 1.456
H -2.025 1.084 -0.453
```

HOMO-LUMO gap = 10.6 eV
Energy above the lowest of the compared OMol25 structures with the same formula, charge and spin = 14.80 kcal/mol
HOMO energy = -9.6245 eV
Energy = -371.744798 hartree
Maximum force = 2.15 eV Å⁻¹
Molecular weight = 93.1 g/mol

4.
The molecule C4H7N3O. Source: OMol25; level of theory: ωB97M-V/def2-TZVPD.

Geometry as XYZ:
```
15
C4H7N3O (ωB97M-V/def2-TZVPD)
C 1.214 1.483 0.044
N 2.020 0.510 0.032
O 1.865 -0.871 -0.217
C 0.588 -1.659 -0.144
C -0.502 -0.710 0.284
C -1.893 -0.205 0.082
N -0.771 0.394 -0.685
N -0.209 1.657 -0.069
H 1.837 2.488 0.199
H 0.660 -2.460 0.714
H 0.495 -2.307 -1.067
H -0.107 -0.139 1.114
H -2.288 0.359 0.884
H -2.433 -0.846 -0.507
H -0.478 2.306 -0.666
```

HOMO-LUMO gap = 9.8 eV
Energy above the lowest of the compared OMol25 structures with the same formula, charge and spin = 156.15 kcal/mol
HOMO energy = -8.8583 eV
Energy = -395.899568 hartree
Maximum force = 6.79 eV Å⁻¹
Molecular weight = 113.1 g/mol

5.
The ion C7H13N5 with charge +2. Source: OMol25; level of theory: ωB97M-V/def2-TZVPD.

Geometry as XYZ:
```
25
C7H13N5 (ωB97M-V/def2-TZVPD)
C -2.290 2.061 0.652
N -1.511 0.901 0.248
C -0.152 0.737 0.383
C 0.067 -0.624 0.079
N 1.135 -1.450 0.331
C 2.316 -1.186 0.592
N 2.823 0.179 0.569
C 2.396 1.126 -0.309
N 1.832 0.970 -1.458
N -1.117 -1.219 -0.194
C -1.356 -2.611 -0.331
C -2.057 -0.248 -0.172
H -2.176 2.082 1.652
H -1.895 2.804 0.031
H -3.369 1.842 0.373
H 0.406 1.544 0.776
H 3.016 -1.907 0.726
H 3.338 0.550 1.424
H 2.845 2.122 -0.097
H 1.548 1.784 -2.010
H 1.432 0.101 -1.764
H -0.515 -3.140 0.340
H -2.321 -3.044 -0.038
H -1.239 -2.813 -1.458
H -3.156 -0.561 -0.346
```

HOMO-LUMO gap = 9.2 eV
Energy above the lowest of the compared OMol25 structures with the same formula, charge and spin = 14.28 kcal/mol
HOMO energy = -17.2957 eV
Energy = -547.657229 hartree
Maximum force = 4.38 eV Å⁻¹
Molecular weight = 167.2 g/mol
Charge = +2

6.
A structure of composition C4H9NO6S2. Source: OMol25; level of theory: ωB97M-V/def2-TZVPD.

Geometry as XYZ:
```
22
C4H9NO6S2 (ωB97M-V/def2-TZVPD)
C 1.258 1.774 0.043
C 2.104 2.484 -0.892
C -0.859 -1.455 -0.214
C -1.576 -1.142 1.103
N -1.119 0.090 1.680
O -0.017 1.429 -0.307
O -2.498 1.256 -0.002
O -1.024 2.645 1.440
O 1.345 -0.458 3.269
O 1.970 -1.199 1.083
O 1.609 1.364 1.145
S -1.325 1.432 0.780
S 2.335 -0.380 2.206
H 1.720 3.369 -1.464
H 3.006 2.889 -0.325
H 2.531 1.874 -1.693
H -1.068 -2.501 -0.472
H -1.281 -0.973 -1.156
H 0.200 -1.054 -0.078
H -2.769 -1.041 0.981
H -1.399 -1.992 1.796
H -0.336 0.064 2.336
```

HOMO-LUMO gap = 9.7 eV
Energy above the lowest of the compared OMol25 structures with the same formula, charge and spin = 0.00 kcal/mol
HOMO energy = -10.3529 eV
Energy = -1460.336382 hartree
Maximum force = 3.95 eV Å⁻¹
Molecular weight = 231.3 g/mol